Arrangement a

The following is a DFT calculation (the ωB97M-V functional and the def2-TZVPD basis) of a cluster of 2 separate species, C2HBrF2S in total.

Atoms and positions in Å:
C: -0.6015 -0.3111 0.7205
C: -0.5459 0.9304 1.4471
F: 0.0330 1.9833 0.9085
F: -1.6768 1.3915 2.0512
S: 0.1812 -0.3912 2.3277
Br: -2.2542 -1.1567 0.4512
H: 0.2147 -0.2777 -0.4959

Calculated values
HOMO-LUMO gap in eV: 10.2

Arrangement b

The following is a DFT calculation (the ωB97M-V functional and the def2-TZVPD basis) of an isolated molecule of C2HBrF2S.

Atoms and positions in Å:
F: -1.1276 -1.9652 -0.8714
C: -0.0297 -1.9551 -0.1868
F: 0.7716 -2.8278 -0.6573
S: 0.0199 -1.5081 1.6292
C: 0.5145 -0.4108 0.2756
Br: 2.4265 -0.0423 -0.0900
H: -0.2884 0.4189 -0.0201

Calculated values
HOMO-LUMO gap in eV: 10.0
Structure (SMILES): FC1(F)S[C@H]1Br

Most stable = arrangement b

Arrangement a

The following is a DFT calculation (the ωB97M-V functional and the def2-TZVPD basis) of a cluster of 2 separate species, C2H10N3 in total.

Atoms and positions in Å:
C: -1.0990 0.9149 -2.5482
N: 0.1096 0.7199 -1.7347
H: -0.8561 1.4640 -3.4519
H: -1.4800 -0.0613 -2.8310
H: -1.8526 1.4623 -1.9990
H: 0.5913 1.6038 -1.4346
H: 0.8713 0.2168 -2.2646
H: 1.4062 -1.7459 0.9016
N: -0.4070 0.0407 1.0672
C: 0.2519 -0.4752 2.0223
N: 1.1011 -1.5136 1.8365
H: -1.0166 0.7963 1.3873
H: -0.1049 0.1869 -0.8642
H: 0.1844 -0.1730 3.0724
H: 1.7974 -1.6724 2.5452

Calculated values
HOMO-LUMO gap (spin up / spin down) in eV: 4.0 / 10.6
Spin multiplicity: 2

Arrangement b

The following is a DFT calculation (the ωB97M-V functional and the def2-TZVPD basis) of a cluster of 2 separate species, C2H10N3 in total.

Atoms and positions in Å:
C: 0.9424 -0.5237 -0.9997
N: 0.5094 2.2996 -0.7264
C: -0.3228 1.3501 -0.1491
N: -0.1441 0.0003 -0.2010
H: 0.8554 -0.2831 -2.0706
H: 0.9791 -1.6102 -0.8636
H: 1.9118 -0.1192 -0.6562
H: 0.1571 3.2278 -0.8290
H: 1.3357 2.0931 -1.2518
H: -1.2784 1.7251 0.2089
N: -1.0036 -1.6625 1.5462
H: -0.2834 -2.0710 2.1366
H: -1.6540 -1.2367 2.1974
H: -0.5560 -0.7579 0.6000
H: -1.4485 -2.4316 1.0582

Calculated values
HOMO-LUMO gap (spin up / spin down) in eV: 4.0 / 8.3
Spin multiplicity: 2

Most stable = arrangement b

Arrangement a

The following is a DFT calculation (the ωB97M-V functional and the def2-TZVPD basis) of an isolated molecule of C4H7NO3.

Atoms and positions in Å:
C: 0.1690 1.4951 1.4102
C: 0.5615 0.1863 0.6369
C: 1.8784 -0.3291 0.9656
O: -0.3259 -0.8072 0.8988
N: -1.0695 -1.1117 -0.2446
C: -0.7014 -0.1492 -1.1995
O: -1.2205 0.0654 -2.2471
O: 0.4327 0.4677 -0.7864
H: 1.1386 2.0717 1.6064
H: -0.3390 1.0633 2.2665
H: -0.4964 2.1955 0.8505
H: 2.7096 0.3378 0.5999
H: 1.9176 -0.4528 2.0119
H: 2.0754 -1.3583 0.5654
H: -2.0544 -1.1009 0.0106

Calculated values
HOMO-LUMO gap in eV: 10.4
Structure (SMILES): CC1(C)ONC(=O)O1

Arrangement b

The following is a DFT calculation (the ωB97M-V functional and the def2-TZVPD basis) of an isolated molecule of C4H7NO3.

Atoms and positions in Å:
C: 0.0610 2.2189 0.0514
C: -0.3301 0.9443 -0.6174
O: -0.2207 0.5923 -1.7465
O: -1.6382 0.4360 0.2853
C: -1.2085 -0.7482 0.5031
O: -1.7614 -1.7947 0.6969
C: 0.6189 -0.9583 0.4221
N: 0.8946 -2.1190 -0.3796
H: -0.7299 2.9492 -0.1312
H: 0.1763 2.0792 1.1238
H: 0.9864 2.5835 -0.3989
H: 1.3984 -0.2175 0.2419
H: 0.7094 -1.1907 1.4841
H: 0.8040 -1.9085 -1.3703
H: 0.2400 -2.8665 -0.1646

Calculated values
HOMO-LUMO gap in eV: 9.0
Structure (SMILES): CC(=O)OC(=O)CN

Most stable = arrangement a

Arrangement a

The following is a DFT calculation (the ωB97M-V functional and the def2-TZVPD basis) of an isolated molecule of C4H7NO3.

Atoms and positions in Å:
N: 0.5019 -1.6838 -0.6527
C: 0.2986 -0.5632 0.1570
C: 1.2241 0.4483 0.3316
O: 2.2996 0.5221 -0.4856
C: -1.0238 -0.3667 0.8723
C: -1.2994 0.7819 -0.0327
O: -0.7337 1.9144 0.0395
O: -2.2791 0.5798 -0.9398
H: 1.3148 -1.5883 -1.2570
H: 0.5316 -2.5603 -0.1415
H: 1.2794 1.0920 1.2055
H: 2.8256 1.3002 -0.2430
H: -0.9322 -0.0680 1.9204
H: -1.7107 -1.1969 0.7091
H: -2.2967 1.3883 -1.4832

Calculated values
HOMO-LUMO gap in eV: 8.0
Structure (SMILES): N/C(=C\O)CC(=O)O

Arrangement b

The following is a DFT calculation (the ωB97M-V functional and the def2-TZVPD basis) of an isolated molecule of C4H7NO3.

Atoms and positions in Å:
C: 0.6639 -1.3748 -0.6004
C: -0.4318 2.1151 0.6809
C: -0.4502 -0.2149 0.2301
C: -0.1248 -0.8851 1.8736
N: 0.4940 -1.1501 -1.9787
O: 0.2936 0.9384 0.3188
O: -1.6081 -0.2283 -0.1659
O: 0.6527 -1.5110 2.4279
H: -0.4683 -1.2835 -2.2689
H: 0.8003 -0.2284 -2.2635
H: 1.6760 -1.1537 -0.2691
H: 0.3366 -2.3718 -0.3129
H: -0.0761 2.4715 1.6609
H: -1.5213 2.0151 0.7661
H: -0.2365 2.8617 -0.0988

Calculated values
HOMO-LUMO gap (spin up / spin down) in eV: 8.5 / 8.5

Arrangement c

The following is a DFT calculation (the ωB97M-V functional and the def2-TZVPD basis) of an isolated molecule of C4H7NO3.

Atoms and positions in Å:
O: 3.3746 -1.0490 1.0819
C: 2.2917 -0.8056 0.6611
N: 1.7250 0.4776 0.7594
C: 0.5518 0.8148 0.1857
O: 0.1201 1.9590 0.2279
C: -0.2814 -0.3328 -0.3653
C: -1.6752 0.1887 -0.7988
O: -2.6282 -0.7874 -0.4345
H: 1.6543 -1.4693 0.0804
H: 2.1018 1.3046 1.3280
H: -0.3849 -1.0851 0.3631
H: 0.1945 -0.6015 -1.3093
H: -2.0339 1.1884 -0.2753
H: -1.7963 0.6348 -1.7666
H: -3.2140 -0.4372 0.2623

Calculated values
HOMO-LUMO gap in eV: 11.0
Structure (SMILES): O=CNC(=O)CCO

Arrangement d

The following is a DFT calculation (the ωB97M-V functional and the def2-TZVPD basis) of a cluster of 2 separate species, C4H7NO3 in total.

Atoms and positions in Å:
C: 0.5435 0.0031 -1.0969
C: -1.4026 1.3982 -0.7302
N: -0.0542 0.9486 -0.4071
C: 0.4257 -1.5195 0.6319
C: 0.2789 0.6724 1.0782
O: 1.7273 -1.9082 0.8537
O: -0.4857 -2.2971 0.7423
O: -0.5985 0.6904 1.8963
H: 1.7273 -2.8434 1.1329
H: 1.6040 -0.1454 -0.9324
H: 0.0935 -0.3863 -2.0063
H: 1.3466 0.8437 1.2530
H: -1.4050 1.8014 -1.7426
H: -1.6876 2.1702 -0.0205
H: -2.1131 0.5719 -0.6522

Calculated values
HOMO-LUMO gap (spin up / spin down) in eV: 6.9 / 6.9

Most stable = arrangement c